Record 1
64
Properties=species:S:1:pos:R:3:lowdin_charge:R:1 method="wB97M-V/def2-TZVPD" e_above_lowest_kcal_mol=0.0 lumo_ev=-0.605 homo_lumo_gap_ha=0.2745 charge=0
I -1.9225 -1.5342 0.0832 1.1869
Pd -0.0062 0.2630 -0.4977 0.4365
P -0.1127 0.6934 1.8239 0.9689
F -0.5590 3.1002 -1.8043 0.1168
F 0.2786 -3.5889 -9.2083 0.1302
F 2.4711 1.3561 -1.4751 0.0500
F 1.4901 2.6052 0.0210 -0.0035
F 0.7009 2.2458 -3.3494 0.1490
F 1.4379 3.8643 -2.1469 0.1466
F -1.1552 -2.0213 -9.6170 0.1335
F 0.9581 -1.6034 -9.7369 0.1344
C -0.5090 -4.9653 2.2017 -0.0669
C -3.6587 1.8876 3.5341 -0.0749
C -1.6387 1.5768 2.2603 -0.3871
C 0.1910 -2.4321 -5.2541 -0.0200
C -2.4960 1.1722 3.2778 -0.0820
C 3.6113 2.0255 2.7052 -0.0655
C 0.5953 -2.7181 4.9022 -0.0229
C -0.0023 -0.6746 -3.5426 -0.1304
C 0.0346 -1.8849 -7.5827 -0.1335
C 0.0316 -2.2803 -9.0281 -0.5839
C 3.3955 3.1660 3.4703 -0.0758
C 0.2041 -2.8278 -6.5815 -0.0109
C 0.3857 -0.4417 4.2391 -0.0848
C -1.9603 2.6990 1.4948 -0.0939
C 1.2486 1.7638 -1.0480 -0.4681
C -0.1559 -0.1503 -5.9353 -0.0123
C -0.0018 -0.3186 -2.3850 -0.2006
C 2.5345 1.3052 2.2209 -0.1026
C -0.1454 -0.5447 -7.2586 -0.0096
C 0.6874 -1.4011 5.2197 -0.0490
C 0.0114 -4.5079 3.3705 -0.0291
C -1.0069 -4.0361 1.2724 -0.1640
C 1.0192 2.8511 3.2703 -0.0850
C -3.9665 3.0094 2.7805 -0.0778
C 0.0107 -1.0912 -4.9125 -0.2437
C -3.1148 3.4159 1.7608 -0.0670
C 0.1077 -3.1205 3.6370 -0.1562
C 1.2330 1.7100 2.5092 -0.3957
C -0.9213 -2.6918 1.5079 -0.5830
C -0.2995 -2.1491 2.6716 -0.1844
C -0.0636 -0.7625 2.9781 -0.2772
C 2.1023 3.5793 3.7476 -0.0712
C 0.7004 2.7421 -2.1194 -0.6096
H 0.5564 0.5958 4.4902 0.1042
H -0.2908 0.8902 -5.6735 0.1144
H -0.2741 0.1877 -8.0453 0.1243
H -1.4812 -4.3926 0.3683 0.0863
H 0.3593 -5.1970 4.1298 0.1167
H -3.3548 4.2860 1.1640 0.1091
H -0.5761 -6.0239 1.9921 0.1111
H 0.3465 -3.8684 -6.8374 0.1167
H 4.2375 3.7364 3.8402 0.1039
H -2.2647 0.2965 3.8702 0.1004
H 1.9309 4.4723 4.3345 0.1049
H -4.8732 3.5650 2.9820 0.1049
H 4.6196 1.7091 2.4726 0.1079
H -4.3241 1.5637 4.3239 0.1051
H 1.0327 -1.0815 6.1935 0.1120
H 0.0112 3.1805 3.4898 0.1066
H 0.8791 -3.4861 5.6110 0.1176
H 2.7031 0.4341 1.5965 0.1130
H 0.3241 -3.1613 -4.4666 0.1153
H -1.3063 3.0081 0.6878 0.0950

---

Record 2
53
Properties=species:S:1:pos:R:3:lowdin_charge:R:1 method="wB97M-V/def2-TZVPD" e_above_lowest_kcal_mol=12.4 lumo_ev=-2.413 homo_lumo_gap_ha=0.3603 charge=+1
O -2.0290 -2.4757 0.1608 -0.0838
O -1.1817 1.8357 3.0689 -0.0788
O -4.3145 0.9748 -2.4695 0.0941
O 0.5854 -2.2303 0.1854 -0.0577
O 2.6193 0.1917 -1.9887 -0.1044
O 3.1839 2.9901 -2.1704 -0.0421
O -3.6668 0.8566 2.5567 -0.0598
O -0.2861 -0.6975 3.0023 -0.0661
O 3.0474 -3.4516 -0.2381 -0.0672
O 4.3252 -1.0879 -0.5469 -0.0562
O -2.6791 -1.7909 2.6882 -0.0466
O 0.6558 -1.3651 -2.3877 -0.0822
N -2.2542 -0.6211 -1.8231 0.2147
C -3.4902 1.4930 -1.7641 -0.1802
C -0.0254 1.0759 -0.2716 -0.1391
C -2.3873 0.6552 -1.1200 -0.2482
C -1.0877 1.5212 -1.2191 -0.1481
C 1.1557 1.6870 -0.2272 -0.1682
C 2.1254 1.5130 0.8823 -0.0891
H -2.9634 1.2284 3.1195 0.0233
H -2.1347 -2.1452 1.0892 0.0176
H 3.9616 -1.9782 -0.3222 0.0193
H -3.6494 2.4953 -1.3291 0.1457
H 2.9086 1.1148 -1.8427 0.0139
H 0.2567 -0.8826 3.7922 0.0933
H -0.6389 2.3051 2.4074 0.0510
H -4.4609 1.3861 2.6219 0.0559
H 2.7732 -4.2994 0.1443 0.0743
H 0.5968 -1.5785 -0.5604 0.0356
H -2.2471 -1.4376 -1.1403 0.1118
H 0.9915 -0.4509 -2.5203 0.0387
H -0.8287 0.9239 2.9683 -0.0133
H -1.2908 -0.7364 -2.1842 0.1253
H 5.2590 -1.2372 -0.3826 0.0714
H 1.9316 1.9117 1.8827 0.0805
H 3.1587 1.8845 0.7799 0.0815
H -3.2652 -1.0657 2.4425 0.0355
H -1.1675 -1.0388 3.2868 0.0376
H 1.3885 -1.8816 -2.7792 0.0929
H 4.0966 3.2735 -2.0261 0.0724
H -2.9646 -0.7761 -2.5438 0.1659
H -3.2138 -2.4243 3.1935 0.1078
H 3.3884 -0.3677 -1.7091 0.0242
H -1.0315 -2.3871 0.1256 0.0105
H 0.7464 -1.6189 0.9199 0.0583
H 2.2989 -2.8424 -0.0430 0.0128
H -1.3385 2.5762 -1.0355 0.1257
H -0.3517 0.3663 0.5006 0.0991
H -0.7792 1.6100 -2.2835 0.1423
H -2.5584 0.5389 -0.0405 0.1502
H 2.9783 3.4512 -2.9946 0.0719
H 1.4128 2.5533 -0.8358 0.1017
H 2.4407 0.4557 0.9803 0.0744

---

Record 3
10
Properties=species:S:1:pos:R:3:lowdin_charge:R:1 method="wB97M-V/def2-TZVPD" e_above_lowest_kcal_mol=36.7 lumo_ev=0.853 homo_lumo_gap_ha=0.3793 charge=0
Cl 3.0353 -0.4175 -0.0495 0.5977
O -1.9248 -0.7751 -0.1925 -0.0701
C 1.4761 0.3032 -0.0990 -0.5912
C 0.3713 -0.2810 0.5028 -0.1446
C -0.9768 0.2840 0.1666 -0.2566
H -1.7241 -0.9052 -1.1338 0.0865
H -1.4448 0.9972 0.8534 0.1287
H 0.5338 -1.1696 1.2907 0.1524
H -0.7125 0.7969 -0.6387 0.0466
H 1.3664 1.1672 -0.6999 0.0506

---

Record 4
109
Properties=species:S:1:pos:R:3:lowdin_charge:R:1 method="wB97M-V/def2-TZVPD" lumo_ev="-0.185 / -3.826" homo_lumo_gap_ha="0.2921 / 0.1577" charge=0 s_squared=2.0093 spin_multiplicity=3
Pt -2.0261 -0.7706 2.0801 0.8562
S 0.8811 0.2544 0.5884 0.5288
S -0.7986 -0.2053 -1.0091 0.4878
S -5.2821 -1.8574 2.0481 0.5652
S -5.0491 0.0475 0.5178 0.4534
F 0.9303 0.7592 2.0937 -0.1692
F -4.3489 -2.3176 3.3092 -0.2433
F -2.1720 -0.9865 -1.0892 -0.1680
F -3.9426 0.7435 -0.3788 -0.1898
O 2.7957 -1.4213 -2.8579 0.1148
O -5.8504 -0.6745 -0.4178 -0.2446
O 1.8191 -0.8647 0.6649 -0.2978
O 1.2806 1.4232 -0.1441 -0.2357
O -5.6113 1.1757 1.1757 -0.2532
O -1.1041 1.0590 -1.6435 -0.2388
O -0.1874 -1.8745 2.8030 -0.1564
O -0.3548 4.1348 -2.7321 -0.0176
O -5.4259 -3.1101 1.3590 -0.2650
O 0.0907 -1.1247 -1.6931 -0.2944
O -6.4278 -1.2554 2.6562 -0.2372
N 3.5019 -1.6206 -1.7393 0.0724
N -0.6916 -0.1682 0.5625 -0.4103
N -0.9111 5.3608 -2.3056 -0.0660
N -4.0593 -0.8487 1.4324 -0.4324
N -1.1930 -2.8297 3.1754 -0.1013
C -1.6853 -3.7242 0.9191 -0.0250
C -1.2246 -2.9093 4.6778 -0.4885
C 5.0613 -0.9493 -0.1001 -0.1245
C -2.3823 5.1794 -2.1944 -0.4751
C 3.4540 -3.0216 -1.2843 -0.4155
C 0.1607 -3.3324 5.3240 0.0097
C 5.3437 -2.3874 0.3590 -0.1625
C 4.2852 -3.9301 -2.2402 0.0038
C 4.4068 0.7129 -1.8424 -0.0018
C 5.9289 -1.2024 -2.4127 0.0088
C -3.0498 6.4986 -1.6105 -0.1209
C 0.3157 -4.5638 2.1462 -0.0267
C -0.4346 6.5168 -3.1454 -0.5064
C -0.0535 6.1387 -4.5917 -0.0478
C 4.0857 -3.2043 0.1332 -0.1368
C -2.0814 -5.3358 4.3959 -0.1674
C -1.7208 -1.6065 5.2402 -0.0541
C -2.8672 4.1814 -1.1525 -0.0450
C -3.0589 4.8605 -3.5338 -0.0323
C -1.4087 7.7024 -3.1624 -0.1491
C -2.2930 -3.9541 5.0163 -0.1369
C 4.6927 -0.7656 -1.5865 -0.4364
C -1.9756 -5.2467 2.8732 -0.1141
C 2.0106 -3.6354 -1.2085 0.0100
C 0.8734 6.9840 -2.5195 -0.0566
C -2.1341 7.7078 -1.8369 -0.1977
C -1.1352 -4.0661 2.3092 -0.4482
H 6.1875 -2.8639 -0.1416 0.1026
H 3.8089 -3.7686 -3.2114 0.0987
H 2.1419 -4.7016 -1.0617 0.0959
H 3.6692 1.0679 -1.1178 0.0807
H -0.5654 4.0950 -3.6799 0.0743
H 0.1452 7.0765 -5.1143 0.0914
H 4.3879 -4.2569 0.1782 0.1198
H 1.3819 -3.1462 -0.4728 0.0581
H -2.0957 -4.6240 0.4566 0.0989
H -3.3237 -3.6090 4.9812 0.1106
H -1.5028 -6.1393 2.4601 0.1194
H -2.1602 -4.2231 6.0728 0.1235
H 1.9005 -1.1788 -2.5405 0.1234
H 5.2800 1.3581 -1.7805 0.0986
H 5.8025 -0.2764 0.3333 0.1370
H -2.7717 -6.1118 4.7325 0.1166
H -1.1311 -0.7155 4.9962 0.0831
H -3.9420 4.0174 -1.2200 0.0949
H 0.7641 7.3537 -1.4921 0.0808
H 6.6244 -0.3746 -2.5044 0.0986
H 1.7091 -3.4313 -2.2380 0.0871
H -4.1472 4.8937 -3.4918 0.0868
H -2.5404 4.3730 -0.1309 0.0901
H 0.0294 -3.2138 6.3947 0.0871
H 5.3427 -3.7061 -2.3387 0.0743
H 0.9587 -3.7039 1.9058 0.0567
H -1.6635 -1.6286 6.3310 0.0948
H -3.0359 6.5277 -0.5208 0.1047
H -2.7221 8.6307 -1.7544 0.1097
H 0.7555 -4.9113 3.0852 0.0799
H -4.0620 6.6914 -1.9587 0.1162
H 3.4165 -3.1962 0.9961 0.1143
H 4.2042 -4.9697 -1.9382 0.0984
H 1.3574 7.9172 -2.8352 0.0850
H 0.5772 -2.4731 2.7858 0.0703
H 3.9780 0.9450 -2.8196 0.0976
H -1.0129 -3.1807 0.2575 0.0664
H 5.5798 -2.3745 1.4231 0.1229
H -0.9864 8.6971 -3.3293 0.1191
H 0.6248 -5.2553 1.3642 0.0958
H -2.9811 -5.2042 2.4504 0.1208
H -0.8617 5.6774 -5.1625 0.0732
H -2.7943 3.8433 -3.8382 0.0870
H -2.5823 -3.1132 1.0424 0.0537
H 0.8595 5.5458 -4.5899 0.0799
H -2.4720 3.1668 -1.3047 0.0588
H -1.1722 -5.8057 4.7937 0.1012
H -1.4711 7.8057 -0.9761 0.1077
H 1.5830 6.1603 -2.6021 0.0810
H 5.6059 -1.6358 -3.3596 0.0951
H 6.4700 -1.9833 -1.8849 0.0633
H 0.8295 -2.5894 4.8904 0.0805
H -2.7318 -1.3372 4.9318 0.0738
H -2.7636 5.5390 -4.3344 0.0610
H -2.0345 7.6342 -4.0599 0.1131
H 0.3984 -4.3519 5.0432 0.0577
H 4.1768 -0.6378 0.4710 0.1075